ORCA calculation (ωB97M-V with the def2-TZVPD basis set) on one molecule with the formula C4H4N2OS at a distorted geometry.

Results
Orbital gap (eV): 8.5
Strongest force on any atom (hartree/bohr): 0.023
E_HOMO (eV): -8.81
SMILES: N#C/C(=C/N)C(O)=S

Geometry as ORCA input:
```
! wB97M-V def2-TZVPD RIJCOSX def2/J DEFGRID3
* xyz 0 1
N -0.56729 -0.51282 3.19696
C -0.44610 -0.33933 2.05758
C -0.20263 -0.12728 0.66683
C 1.11337 0.06774 0.30220
N 1.62023 0.29068 -0.91107
C -1.32704 -0.09937 -0.24488
O -0.96684 0.11986 -1.52830
S -2.90987 -0.31836 0.15138
H 1.85565 0.08006 1.11578
H 2.61128 0.40125 -1.05216
H 0.99830 0.33002 -1.70624
H -1.77908 0.10754 -2.04808
*
```

***

ORCA calculation (ωB97M-V with the def2-TZVPD basis set) on one molecule with the formula C4H4N2OS at a distorted geometry.

Results
Orbital gap (eV): 9.2
Strongest force on any atom (hartree/bohr): 0.099
E_HOMO (eV): -9.42
SMILES: [H]/N=C1\NC(=O)[C@H]2S[C@@H]12

Geometry as ORCA input:
```
! wB97M-V def2-TZVPD RIJCOSX def2/J DEFGRID3
* xyz 0 1
H -1.84689 -2.22080 -0.43042
N -1.99173 -1.24416 0.06838
C -0.88808 -0.51778 -0.10101
N 0.30955 -0.68260 -0.85508
C 1.50022 -0.12957 -0.07845
O 2.61989 -0.57815 -0.08342
C 0.84873 1.04176 0.51725
S -0.25682 2.10602 -0.60244
C -0.61138 0.78906 0.49406
H 0.39286 -1.40928 -1.62938
H 1.20117 1.55546 1.36662
H -1.27753 1.29006 1.33389
*
```

***

ORCA calculation (ωB97M-V with the def2-TZVPD basis set) on one molecule with the formula C4H4N2S at a distorted geometry.

Results
Orbital gap (spin up / spin down) (eV): 7.6 / 7.6
Strongest force on any atom (hartree/bohr): 0.068
E_HOMO (spin up / spin down) (eV): -8.38 / -8.38

Geometry as ORCA input:
```
! wB97M-V def2-TZVPD RIJCOSX def2/J DEFGRID3
* xyz 0 1
C 1.19129 -1.13690 -0.10166
C -0.17661 -0.87119 0.18331
C 1.83603 1.12223 -0.18937
C -1.81304 0.73746 0.38716
N 1.84514 -0.04704 -0.45059
N -0.53369 0.34509 0.20310
S -3.10510 -0.15233 -0.24288
H 1.65148 -2.06618 -0.31457
H -0.71171 -1.68001 0.47820
H 1.62550 2.04230 -0.78758
H -1.80931 1.70658 0.83487
*
```

***

ORCA calculation (ωB97M-V with the def2-TZVPD basis set) on one molecule with the formula C4H4N2S at a distorted geometry.

Results
Orbital gap (eV): 7.8
Strongest force on any atom (hartree/bohr): 0.111
E_HOMO (eV): -8.78
SMILES: [H]/N=C1\C=CNC1=S

Geometry as ORCA input:
```
! wB97M-V def2-TZVPD RIJCOSX def2/J DEFGRID3
* xyz 0 1
H 1.68575 -2.20936 1.17173
N 0.65074 -2.03472 0.89770
C 0.24654 -0.85025 0.39762
C 1.15430 0.29261 -0.23127
C 0.31072 1.26010 -0.76428
N -1.03785 0.99691 -0.17815
C -1.20282 -0.33270 0.18628
S -2.60648 -1.00073 0.41594
H 2.16584 0.22647 -0.24281
H 0.55696 2.32622 -1.11666
H -1.92371 1.32546 -0.53610
*
```

***

ORCA calculation (ωB97M-V with the def2-TZVPD basis set) on one molecule with the formula C4H4N2S at a distorted geometry.

Results
Orbital gap (eV): 6.9
Strongest force on any atom (hartree/bohr): 0.042
E_HOMO (eV): -8.28
SMILES: S=Nc1ccc[nH]1

Geometry as ORCA input:
```
! wB97M-V def2-TZVPD RIJCOSX def2/J DEFGRID3
* xyz 0 1
S -3.33481 -0.16852 -0.04808
N -2.08126 0.83134 0.15005
C -0.76450 0.40122 0.10305
C 0.40104 1.21172 0.01517
C 1.50432 0.33470 -0.07035
C 1.02468 -0.98387 0.03153
N -0.34780 -0.91775 0.10217
H 0.44350 2.31245 -0.12379
H 2.55455 0.59306 -0.14091
H 1.55434 -1.91109 0.01644
H -0.95405 -1.70325 -0.03529
*
```

***

ORCA calculation (ωB97M-V with the def2-TZVPD basis set) on C4H4N3 as an isolated structure at a distorted geometry.

Results
Orbital gap (spin up / spin down) (eV): 7.3 / 7.1
Strongest force on any atom (hartree/bohr): 0.087
E_HOMO (spin up / spin down) (eV): -15.92 / -15.69

Geometry as ORCA input:
```
! wB97M-V def2-TZVPD RIJCOSX def2/J DEFGRID3
* xyz 1 1
C 1.71801 -1.76381 2.27577
C 1.43306 0.18275 1.76027
C -1.08793 0.18007 -0.37595
C 0.06729 -0.48466 -0.33028
N 2.02791 -0.56280 2.66726
N 1.34267 -2.40691 1.35290
N 0.98227 -0.50584 0.66667
H 1.42372 1.20473 1.86000
H -1.74843 -0.09257 -1.21532
H -1.46984 0.95559 0.17440
H 0.35903 -1.28358 -1.14539
*
```

***

Let's list ΔE to the lowest compared entry with this formula, charge and spin in order: 10.9 39.7 93.5 57.2 38.2 119.7 kcal/mol.